Here is a structure of composition C32H27MoN5O4 in a non-equilibrium geometry from the Open Molecules 2025 dataset. Energies are from the ωB97M-V functional and the def2-TZVPD basis.

Structure (XYZ):
```
69
Properties=species:S:1:pos:R:3:forces:R:3:mulliken_charge:R:1
Mo 9.294983 9.528587 14.679257 0.86 -0.09 1.67 0.8290
O 6.221766 14.321867 16.049011 0.31 0.13 0.76 -0.5614
C 5.600924 14.037711 14.873469 0.86 -1.15 -0.87 0.4930
C 4.712183 14.887450 14.280300 -0.28 0.96 1.45 -0.5039
C 4.241184 14.623197 13.034302 -1.09 -0.12 -2.23 -0.2954
C 4.664403 13.514817 12.262571 0.56 0.32 0.76 -0.7316
C 5.596804 12.676764 12.846216 -0.15 0.96 1.40 -0.5805
C 6.019828 12.917104 14.166667 0.62 -0.86 0.34 0.0577
C 7.186844 12.116604 14.721773 0.23 0.39 -1.02 0.5164
O 6.989342 11.148733 15.684298 -0.62 0.56 0.08 -0.2287
N 8.346975 12.442795 14.243539 -0.77 -1.32 0.72 -1.2437
N 9.342212 11.624434 14.796753 1.12 1.02 0.06 0.4277
C 10.246695 12.280269 15.466152 -0.02 -2.76 0.19 -0.8085
C 11.138970 11.431705 16.261065 -0.47 1.34 -0.62 0.8664
C 12.178026 11.899775 17.054228 0.50 1.43 -0.24 -0.8514
C 13.028430 10.994655 17.664087 0.71 0.71 0.43 -0.3643
C 12.819920 9.648544 17.437228 -1.33 -0.54 0.00 -0.9378
C 11.663752 9.270709 16.742975 1.31 -0.40 0.06 -0.0903
N 10.848862 10.130132 16.141382 -0.19 -0.48 -0.86 0.4097
H 6.889637 14.997732 15.870955 -0.17 0.06 0.23 0.3625
H 4.450639 15.760463 14.893679 -0.20 -0.22 -0.67 0.4591
H 3.534936 15.324561 12.577570 0.26 -0.25 0.19 0.3696
H 4.413952 13.337088 11.219422 -0.33 0.34 0.31 0.4007
H 6.121826 11.933366 12.321988 0.23 -1.05 -0.82 0.4704
H 10.275432 13.314113 15.454168 -0.07 1.96 0.18 0.5613
H 12.401650 13.003267 17.093717 -0.48 -1.35 0.09 0.3874
H 13.860611 11.374018 18.291052 -0.57 -0.44 -0.58 0.4205
H 13.443318 8.860976 17.829425 0.15 0.09 0.12 0.4617
H 11.460774 8.226914 16.572060 -0.04 -0.23 0.06 0.4818
O 13.449108 4.182185 12.251994 -0.11 0.08 -0.24 -0.5158
C 13.990010 5.487274 12.285195 -1.40 -0.31 -1.51 -0.6656
C 12.893437 6.465615 12.621619 -0.09 1.36 0.38 0.2659
C 13.213241 7.841012 12.821403 0.05 -1.90 -0.09 -0.9350
C 12.262813 8.711435 13.251691 -0.98 0.34 0.41 -0.6450
N 10.997881 8.317102 13.545271 -0.39 0.07 -0.50 -0.2278
C 10.612529 7.060940 13.234569 1.71 0.14 0.06 0.1191
C 11.556653 6.118077 12.738438 -0.80 -0.20 0.11 -0.2573
C 9.203188 6.730216 13.527923 -0.64 -0.30 -0.17 0.9782
C 8.683740 5.478732 13.245712 0.18 -1.03 -0.23 -0.4818
C 7.353646 5.228401 13.536022 -0.17 -1.23 -0.06 0.5632
C 6.671437 3.886819 13.483801 1.25 -1.02 0.07 -0.7967
O 7.377072 2.954216 12.681303 0.43 0.83 0.13 -0.5096
C 6.544499 6.228691 13.997724 -0.57 0.99 0.15 -1.0375
C 7.055322 7.463142 14.215756 2.15 -0.03 0.10 -0.7932
N 8.406155 7.694904 14.066818 -0.55 -0.15 -0.86 -0.3417
H 14.002812 3.631762 11.688853 -0.05 -0.07 0.06 0.3239
H 14.413464 5.785520 11.314415 -0.11 -0.07 0.04 0.3923
H 14.782371 5.503796 12.970830 1.11 0.47 1.33 0.3854
H 14.232164 8.118177 12.675781 0.49 0.54 -0.10 0.5102
H 12.460705 9.772988 13.398244 0.09 -0.29 0.05 0.4802
H 11.256890 5.102410 12.449891 0.16 0.51 0.36 0.6226
H 9.270307 4.635737 12.836046 -0.28 0.78 0.30 0.5380
H 5.693556 3.999856 13.051795 -0.73 0.24 0.24 0.3487
H 6.644410 3.510376 14.539818 -0.37 0.42 -0.68 0.3571
H 7.109050 2.080842 12.950398 -0.07 -0.55 0.00 0.3341
H 5.508098 6.074156 14.204217 -0.52 -0.22 -0.02 0.4945
H 6.479394 8.288843 14.559965 -0.33 0.37 0.27 0.6542
C 7.802677 10.061133 15.867400 0.57 1.29 -0.82 0.7401
C 7.668825 9.458723 17.176123 -0.78 0.13 0.78 0.8907
C 8.473585 8.338736 17.509855 -0.70 0.10 -0.82 0.1778
C 8.202116 7.621583 18.665408 0.25 1.39 -1.00 -1.4018
C 7.230963 8.091761 19.538073 0.79 -1.03 0.00 -0.3947
C 6.533224 9.221064 19.298683 -1.15 2.37 0.58 -0.6742
C 6.739930 9.942496 18.121598 0.63 -1.50 0.22 -0.5323
H 9.244078 8.018106 16.770831 -0.52 -0.14 0.64 0.2953
H 8.792150 6.789390 18.897554 0.62 -1.18 0.40 0.5399
H 7.065112 7.573020 20.443932 -0.14 -0.58 0.79 0.4556
H 5.873022 9.636322 20.113585 0.58 -0.57 -1.22 0.3493
H 6.186064 10.820199 17.951435 -0.54 0.93 -0.37 0.6164
```
Positions in Å, forces in eV/Å.

For the highest occupied orbital energy (spin up / spin down), the calculation gives -13.23 / -13.23 eV. For the HOMO-LUMO gap (spin up / spin down), the calculation gives 6.62 / 6.62 eV. As for the charge: +2. The energy above the lowest of the compared OMol25 structures with the same formula, charge and spin comes out at 53.0 kcal per mole.

***

Here is a structure of composition C32H28Br4IInN4O5S in a non-equilibrium geometry from the Open Molecules 2025 dataset. Energies are from the ωB97M-V functional and the def2-TZVPD basis.

Structure (XYZ):
```
76
Properties=species:S:1:pos:R:3:forces:R:3:mulliken_charge:R:1
In -0.890436 0.537825 -1.148894 -0.10 -0.34 0.03 1.5370
C 1.572338 3.527938 1.677610 -0.09 -0.04 -0.04 -1.1408
C 0.635521 2.611922 2.404679 0.06 -0.02 0.09 0.7934
N 0.681105 2.589191 3.712648 0.13 0.10 -0.11 -0.6184
C -0.128147 1.754840 4.385417 -0.09 -0.12 0.04 -1.5032
C -1.007729 0.889583 3.783457 -0.03 0.01 0.02 1.1622
C -1.815722 -0.017716 4.686504 0.06 -0.02 0.00 -0.9540
O -3.217098 -0.046149 4.438126 -0.14 0.09 -0.04 -0.4936
C -1.094939 0.887922 2.361757 0.51 0.22 -0.01 0.5682
C -2.074040 0.047595 1.725237 -0.39 -0.04 -0.13 -0.8212
N -2.393845 0.038470 0.472601 0.64 0.10 0.03 0.0358
C -3.644127 -0.464381 0.074120 -0.41 -0.21 -0.09 0.9665
C -4.724409 -0.449170 0.964474 0.04 -0.02 0.06 -0.9254
C -6.010789 -0.741188 0.558945 -0.07 -0.05 -0.03 -0.9284
C -6.264624 -1.007729 -0.775450 0.08 -0.05 0.04 -0.8057
C -5.213312 -1.027456 -1.674183 -0.07 0.02 0.00 -0.4233
C -3.911211 -0.803270 -1.260824 -0.08 -0.02 0.04 0.1348
I -2.366789 2.498387 -2.346095 -0.08 0.04 -0.11 -0.4525
C -0.253280 1.780081 1.644739 -0.25 -0.16 0.25 0.2328
O -0.234776 1.905192 0.359187 0.20 -0.20 -0.33 -0.7683
H 2.066417 4.174993 2.397219 0.03 0.00 0.00 0.4233
H 2.331259 2.938167 1.153739 0.02 0.02 -0.04 0.0451
H 1.039325 4.130712 0.940312 0.02 -0.02 -0.02 0.3045
H -0.037752 1.796908 5.466011 -0.09 -0.05 -0.01 0.3109
H -1.480902 -1.053247 4.584874 -0.06 0.02 -0.01 0.2903
H -1.637810 0.288449 5.721384 0.12 -0.09 -0.03 0.4266
H -3.577366 0.834610 4.590321 0.07 0.00 0.02 0.3299
H -2.672404 -0.556068 2.400032 -0.02 0.04 0.03 1.1079
H -4.562764 -0.164227 1.995570 0.04 0.06 -0.03 0.5264
H -6.819235 -0.717130 1.277359 0.02 0.02 0.02 0.4182
H -7.271849 -1.185985 -1.125786 -0.01 0.01 0.00 0.4229
H -5.409544 -1.178774 -2.721229 0.05 -0.07 0.05 0.2244
Br -0.334067 -6.011728 -3.964070 -0.01 0.02 0.05 -0.1708
C -1.151090 -4.396370 -3.438879 -0.07 0.11 -0.07 0.0747
C -2.337658 -3.989906 -4.044499 -0.02 -0.13 -0.06 0.0875
Br -3.146602 -5.071651 -5.367306 0.02 0.09 0.06 -0.1820
C -2.907942 -2.769460 -3.674992 -0.12 -0.07 -0.23 -0.3885
Br -4.290646 -2.063796 -4.756974 0.12 0.06 0.06 -0.1405
C -2.379334 -2.037679 -2.624244 0.14 -0.07 -0.05 0.0573
O -2.894232 -0.812001 -2.227321 0.03 0.10 0.19 0.3062
C -1.141831 -2.388656 -2.038351 -0.11 -0.15 -0.07 0.0606
O -0.570138 -1.625384 -1.154367 -0.08 0.64 -0.07 -0.2193
C -0.541121 -3.578058 -2.495921 0.03 -0.06 -0.06 -0.1277
Br 1.190321 -3.977141 -1.877007 -0.05 0.04 0.00 -0.0603
C 3.576043 3.389996 -2.579988 -0.10 -0.01 0.11 -1.2740
C 2.576920 2.324039 -2.868458 -0.03 -0.09 -0.16 0.9126
C 2.391461 1.524557 -3.981685 0.00 0.00 0.03 -1.4668
C 1.270172 0.724411 -3.704789 0.04 0.10 -0.02 0.5719
N 0.816314 1.028088 -2.499645 -0.10 -0.10 0.26 -0.0473
N 1.606313 1.991824 -2.004470 0.15 0.13 -0.02 0.4413
C 0.606168 -0.312081 -4.544848 0.00 -0.01 0.14 -0.9501
H 4.284582 3.470232 -3.399999 0.01 0.00 0.00 0.3613
H 4.125121 3.174370 -1.662246 0.03 0.01 -0.01 0.2626
H 3.076124 4.351431 -2.454978 0.05 0.03 -0.02 0.2906
H 2.973926 1.526699 -4.886647 0.03 0.01 0.01 0.4667
H 1.420800 2.331158 -1.066976 0.01 -0.02 -0.01 -0.0132
H 0.743868 -0.090031 -5.600884 -0.05 -0.01 -0.01 0.4478
H -0.462427 -0.337440 -4.323007 -0.01 -0.03 -0.09 0.0724
H 1.023248 -1.300734 -4.342506 -0.01 0.00 0.01 0.1644
C 2.302309 -2.517821 0.986135 -0.37 0.08 0.13 -1.2722
S 1.589333 -0.855441 1.153519 0.93 -0.36 0.17 0.8322
O 1.613707 -0.232129 -0.202210 -0.23 0.12 -0.10 -0.4221
C 3.052094 -0.204121 1.987886 -0.27 -0.05 0.15 0.2467
C 3.140159 -0.322955 3.365818 -0.05 0.05 -0.04 -0.4334
C 4.286195 0.112324 4.011196 0.02 -0.05 0.03 -0.6710
C 5.332215 0.650495 3.274335 0.06 0.04 0.01 -0.5291
C 5.229829 0.771617 1.895360 -0.03 -0.02 0.04 -0.6116
C 4.080253 0.346335 1.245216 -0.02 0.03 -0.17 -0.3540
H 3.107369 -2.480759 0.254660 0.04 0.11 0.01 0.3589
H 1.517122 -3.186965 0.647908 0.00 0.05 0.01 0.2908
H 2.670624 -2.827269 1.962781 0.01 0.02 0.02 0.5096
H 2.317326 -0.755937 3.921828 -0.03 0.04 0.07 0.4158
H 4.365564 0.025702 5.086692 0.00 0.01 0.00 0.4127
H 6.234530 0.973553 3.776656 -0.01 0.03 0.01 0.3909
H 6.050273 1.186052 1.324418 0.00 0.02 0.00 0.4387
H 3.975749 0.422319 0.168992 -0.03 0.01 0.01 0.4330
```
Positions in Å, forces in eV/Å.

For the highest occupied orbital energy, the calculation gives -8.06 eV. For the HOMO-LUMO gap, the calculation gives 7.34 eV. As for the charge: 0.

***

Here is a cluster of 2 separate species, C32H28F5N3O3 in total in a non-equilibrium geometry from the Open Molecules 2025 dataset. Energies are from the ωB97M-V functional and the def2-TZVPD basis.

Structure (XYZ):
```
71
Properties=species:S:1:pos:R:3:forces:R:3:mulliken_charge:R:1
C 4.254073 3.214645 1.569203 0.28 0.80 -0.34 -0.8764
N 3.714345 1.954633 2.036399 -0.77 -1.25 0.40 0.1157
C 4.508354 0.931498 2.532648 -0.44 0.36 -0.20 -0.7186
C 3.695051 -0.087911 2.868598 -0.38 0.02 0.11 -0.3274
N 2.394299 0.313974 2.587279 0.13 -0.09 -0.05 0.4123
C 1.249085 -0.502087 2.868424 0.11 -0.12 0.27 -1.2566
C 1.121397 -1.749411 2.266561 0.18 -0.29 -0.69 0.5567
F 2.054430 -2.153061 1.369524 -0.64 0.25 0.71 -0.3033
C 0.015539 -2.557884 2.520830 -0.17 -0.48 -0.11 0.3669
F -0.114879 -3.766051 1.926185 0.15 1.16 0.49 -0.2921
C -0.976482 -2.092235 3.387492 -0.80 -0.33 0.15 0.5233
F -2.094723 -2.823216 3.584754 1.19 0.65 -0.18 -0.3278
C -0.846060 -0.857231 4.032309 -0.70 0.30 0.28 0.3144
F -1.828707 -0.393011 4.837643 1.17 -0.61 -0.84 -0.3244
C 0.286056 -0.090324 3.785191 -0.07 1.01 0.67 1.0487
F 0.443036 1.100715 4.419558 -0.16 -1.28 -0.59 -0.4083
C 2.410297 1.568209 2.076357 1.99 0.24 0.65 0.4738
C 1.265118 2.505451 1.927669 -1.75 2.69 -0.37 0.4248
C -0.029709 1.920771 1.630636 0.51 0.37 0.09 -1.2298
C -1.202021 2.554442 1.910897 0.26 -0.49 -0.60 -0.0710
C -2.465792 1.865193 1.725786 -0.89 -0.36 -0.39 0.5899
C -3.672050 2.502939 2.089633 0.78 0.09 0.22 -0.4774
C -4.842969 1.779284 2.231161 -0.29 -0.74 -0.25 -0.0510
C -4.863493 0.413644 1.900692 0.10 0.45 0.02 -0.8069
C -3.723354 -0.186563 1.350739 0.11 0.08 -0.07 -0.4475
C -2.538560 0.535969 1.242523 -0.31 0.08 0.36 -0.5850
O 1.436814 3.727292 2.089197 0.46 -2.34 -0.03 -0.6898
H 3.436387 3.849531 1.242216 0.12 -0.01 0.08 0.3143
H 4.790803 3.710935 2.382291 -0.21 -0.10 -0.04 0.3689
H 4.954757 3.052041 0.744036 -0.19 -0.19 0.15 0.3375
H 5.572984 1.030951 2.646536 0.01 0.04 -0.15 0.4813
H 3.909065 -1.036275 3.333823 -0.08 0.04 -0.14 0.4927
H 0.011756 0.928624 1.198040 -0.26 0.05 0.11 0.5224
H -1.236035 3.560972 2.333346 0.16 -0.12 0.01 0.4857
H -3.637982 3.575955 2.270980 -0.10 -0.07 0.24 0.5688
H -5.745844 2.264487 2.598629 0.23 -0.03 -0.09 0.3653
H -5.778972 -0.168023 2.032483 0.30 0.20 -0.05 0.3816
H -3.758518 -1.222555 1.002228 -0.02 0.35 0.11 0.4629
H -1.675664 0.065295 0.774398 -0.15 0.00 0.22 0.4616
C -0.499378 4.689952 7.236103 0.25 -0.13 0.22 -1.0028
C -0.963929 6.138233 7.211618 -0.20 0.28 -0.65 -0.6952
N -0.706737 6.780245 5.920616 0.23 0.30 0.63 0.3134
C 0.355151 7.785986 5.900473 -0.14 -0.56 -0.36 -0.7882
C 0.019075 9.172593 6.415793 -0.17 0.20 -0.06 -1.1111
C -1.544042 6.653931 4.801560 0.03 0.03 -0.70 0.4376
C -2.464861 5.540984 4.795221 -0.19 0.23 0.13 -0.1147
C -3.548639 5.522216 3.871989 0.91 0.03 -0.06 0.4353
C -4.879110 4.973353 4.365230 -0.70 0.16 0.02 0.6011
C -5.094817 4.439253 5.647544 -0.17 -0.16 -0.23 -0.3433
C -6.281742 3.755164 5.943517 0.00 0.16 -0.34 -0.7047
C -7.301938 3.670639 4.987810 0.23 0.03 -0.16 -0.3576
C -7.166916 4.362843 3.775396 0.15 0.05 0.45 -0.5478
C -5.986338 5.049739 3.498880 0.04 -0.32 0.02 -0.4579
O -3.462508 5.883179 2.680278 -0.69 -0.13 0.42 -0.8249
O -1.455935 7.506485 3.903759 0.25 -0.29 0.50 -0.7387
H -0.757046 4.220848 8.190641 0.06 -0.06 -0.03 0.3464
H -0.942707 4.111325 6.422407 0.09 0.09 0.18 0.1909
H 0.587088 4.658252 7.109754 -0.03 -0.07 0.04 0.3548
H -2.038964 6.197702 7.451072 0.28 0.00 -0.04 0.3754
H -0.417391 6.724473 7.965855 -0.23 -0.22 -0.08 0.4192
H 1.181459 7.374787 6.495263 0.06 0.05 -0.13 0.4273
H 0.673956 7.880956 4.858234 0.04 -0.08 0.17 0.3722
H 0.921263 9.788254 6.361062 -0.03 0.05 0.07 0.3813
H -0.742696 9.641837 5.788584 0.00 -0.12 0.10 0.2872
H -0.319530 9.165452 7.454808 -0.05 -0.03 -0.02 0.2877
H -2.448957 4.834525 5.617473 -0.41 0.44 -0.03 -0.3333
H -4.345092 4.590684 6.425696 -0.11 -0.29 -0.31 0.4318
H -6.408818 3.284236 6.919186 0.02 0.16 -0.22 0.3858
H -8.199754 3.084334 5.183212 0.17 0.20 0.04 0.3876
H -7.974510 4.376242 3.043073 0.09 0.01 0.25 0.3585
H -5.921849 5.662523 2.600630 0.32 -0.38 0.06 0.3500
```
Positions in Å, forces in eV/Å.

For the highest occupied orbital energy, the calculation gives -5.40 eV. For the HOMO-LUMO gap, the calculation gives 3.08 eV. As for the charge: 0. The energy above the lowest of the compared OMol25 structures with the same formula, charge and spin comes out at 0.0 kcal per mole.

***

The highest charge belongs to which entry? C32H27MoN5O4

***

charge of number 3 (C32H28F5N3O3)? 0